101
Properties=species:S:1:pos:R:3:forces:R:3:mulliken_charge:R:1 method="wB97M-V/def2-TZVPD" e_homo_ev=-4.45 lumo_ev=-3.13 gap_ev=1.314 fmax_ev_per_a=11.137
O 3.444121 2.581206 4.182658 -6.6 -2.8 4.6 -0.539
C 2.385301 2.168087 4.921126 4.5 0.6 -4.2 0.169
O 1.726535 0.875963 4.654722 1.5 4.4 0.8 -0.230
C 0.403088 1.046953 4.030918 -0.8 0.7 -2.1 -0.321
C 0.540410 0.704112 2.425243 0.4 0.8 0.5 -0.049
C -0.651208 -0.281985 1.844216 1.5 0.3 0.3 0.563
C -0.923201 0.178114 0.294962 0.9 -0.2 -1.0 -0.358
C -1.597982 1.660371 0.113958 -0.4 -0.1 -0.3 -0.058
C -3.219591 1.722657 0.345483 0.4 0.4 -2.0 -0.346
O -3.591213 2.173987 1.726213 3.3 -9.5 -4.8 -1.030
O -1.976542 -0.269022 2.548487 0.5 -2.2 -1.4 -0.352
S -2.672892 -1.775504 2.048473 -7.3 -4.7 -2.6 1.095
O -3.651698 -1.735775 0.811427 3.8 2.0 3.4 -0.695
O -3.513474 -2.579536 3.069502 4.1 4.7 -1.8 -0.507
O -1.311384 -2.571328 1.317721 0.2 6.0 2.5 -0.380
C -0.210860 -1.880158 2.068693 0.1 -1.4 -3.0 0.495
C 1.101298 -2.358931 1.212896 -0.2 -0.8 0.8 0.707
C 2.437660 -2.688208 2.100460 0.6 0.4 -2.2 0.131
O 2.555269 -1.942967 3.362560 0.3 -3.0 1.5 -0.419
O -0.437293 -2.457435 3.431685 0.1 3.7 -1.0 -0.169
N -0.342526 -3.798608 3.374492 -0.7 -3.6 2.1 0.122
O -1.201079 -4.353908 4.040577 3.4 2.4 -0.2 -0.416
H 2.073841 2.905696 5.801974 0.1 -2.0 -1.8 0.343
H -0.362094 0.336386 4.562791 0.6 0.7 0.4 0.358
H 0.031663 2.179717 4.090559 0.9 -2.3 0.1 0.191
H 1.600144 0.196474 2.214610 -2.5 0.9 0.5 0.104
H 0.596993 1.752485 1.865171 -0.4 -2.4 0.8 -0.039
H -1.570222 -0.572998 -0.339234 1.4 1.2 1.5 0.479
H 0.139375 0.221241 -0.246450 -2.4 -0.2 1.2 -0.139
H -1.120537 2.511346 0.759293 -0.8 -1.7 -1.0 0.054
H -1.413560 1.971194 -1.024050 -0.5 -0.7 2.4 0.073
H -3.804849 0.754456 0.046572 1.4 1.6 0.9 0.221
H -3.626359 2.585840 -0.370756 0.8 -1.6 1.6 0.317
H -4.013236 1.383452 2.213499 1.6 0.7 -1.2 0.639
H 1.280479 -1.567826 0.369229 -0.5 -2.1 2.1 -0.452
H 0.795659 -3.381746 0.679735 0.6 2.6 0.9 0.064
H 3.369387 -2.353813 1.432969 -1.9 -0.8 1.5 0.032
H 2.573334 -3.836801 2.281796 -0.5 1.9 -0.3 -0.066
H 2.271871 -2.620437 4.073304 -0.8 2.5 -1.5 0.246
C 1.056433 -0.055348 -5.914592 0.3 0.3 0.7 -0.795
C 1.451077 -1.465510 -5.512220 0.0 -0.1 0.3 -0.427
O 2.347489 -1.448852 -4.389418 -0.1 -0.2 0.0 -0.331
C 1.776864 -1.191039 -3.171136 -4.2 0.4 -0.2 0.239
O 0.575953 -0.980241 -3.008175 3.8 0.3 -1.0 -0.369
C 2.821471 -1.233074 -2.058537 0.9 -0.8 2.3 0.849
F 3.930588 -0.494622 -2.349951 -0.8 -0.3 -0.2 -0.293
F 3.260783 -2.500767 -1.814899 -0.4 1.1 -0.6 -0.261
F 2.352782 -0.758074 -0.870100 0.7 0.2 -2.0 -0.289
H 1.947073 0.549712 -6.112000 -0.2 -0.2 -0.2 0.307
H 0.428065 -0.068389 -6.808070 0.1 0.5 0.0 0.044
H 0.503776 0.449140 -5.114948 -0.1 -0.2 -0.2 0.319
H 1.987400 -1.941524 -6.340826 0.3 0.0 0.3 0.418
H 0.574948 -2.088921 -5.296838 0.0 0.1 0.3 0.428
C -3.574879 -7.033938 1.134964 -0.8 -1.0 -0.7 -1.828
C -2.541104 -7.836499 1.898081 -1.3 1.2 -0.2 0.979
C -1.327670 -7.048597 2.289892 0.3 0.4 0.6 -0.147
O -0.335780 -8.054918 2.395149 0.3 -2.4 -0.7 -0.358
C -0.712380 -9.053626 1.540418 1.1 -1.0 -0.2 0.556
O -0.006361 -9.997191 1.227584 -1.2 1.5 0.4 -0.640
O -1.983741 -8.852024 1.079965 1.4 -0.8 0.1 -0.374
H -4.313065 -7.698937 0.673842 -0.1 -0.4 0.2 0.447
H -4.093926 -6.333777 1.796246 0.1 -0.4 -0.3 0.359
H -3.114511 -6.464737 0.319900 -0.2 -0.2 0.3 0.379
H -3.006789 -8.323059 2.763888 0.1 0.0 0.0 0.149
H -1.454073 -6.527905 3.242787 0.4 -0.4 -0.3 0.364
H -1.007784 -6.329176 1.527557 0.1 -0.8 0.3 0.063
Cs -4.513065 3.696686 2.693129 -4.5 8.1 5.1 0.865
C -0.060482 9.773552 -1.863987 0.2 -0.1 -0.3 -0.707
O 1.086495 8.990175 -2.168932 -0.3 0.2 0.5 -0.345
C 1.715053 8.447297 -1.001708 0.4 -0.6 -0.4 -0.788
C 1.586061 6.915955 -0.993179 -0.5 0.6 0.2 -0.202
N 0.198022 6.506533 -0.748738 0.2 -0.1 -0.1 -0.264
C -0.033520 5.074427 -0.969704 -0.2 0.3 -0.2 -0.529
C 0.124017 4.554319 -2.412013 -0.4 -0.4 0.4 -0.487
O -0.859650 5.058336 -3.316727 0.6 0.0 0.1 -0.422
C -0.521904 6.300684 -3.917870 -0.4 -0.2 -0.2 -0.580
H -0.411646 10.238792 -2.789173 0.1 -0.1 0.1 0.238
H -0.863776 9.145119 -1.469958 -0.1 0.1 0.2 0.297
H 0.184482 10.563825 -1.148185 -0.1 0.0 0.0 0.343
H 1.325818 8.888299 -0.076164 -0.1 -0.1 -0.2 0.393
H 2.777897 8.706082 -1.069576 -0.1 0.0 0.1 0.398
H 2.226890 6.504470 -0.205489 -0.1 0.0 -0.1 0.377
H 1.941052 6.544592 -1.957974 0.3 0.1 -0.1 0.185
H -0.415411 7.029391 -1.370765 0.2 -0.1 0.2 0.105
H -1.063647 4.873403 -0.650604 0.1 -0.1 -0.1 0.285
H 0.618542 4.497998 -0.303680 0.0 0.1 -0.1 0.332
H -0.032547 3.469589 -2.379868 0.0 0.1 0.0 0.263
H 1.135348 4.697576 -2.807373 0.0 0.2 0.0 0.346
H 0.556519 6.422060 -4.054719 0.0 0.0 0.1 0.302
H -0.927710 7.123424 -3.328956 0.2 0.2 0.0 0.181
H -0.999459 6.340842 -4.902854 0.1 -0.1 0.1 0.294
F 0.386935 -2.619289 -1.283171 0.3 -0.5 -0.3 -0.864
Li 3.686935 -3.858419 4.397264 0.0 0.3 -0.5 0.948
C 1.912635 -6.240988 -1.053283 -0.2 0.3 -0.3 -0.041
Br 1.891114 -5.857972 0.853849 -0.1 -0.5 -0.6 -0.008
Br 3.316302 -7.503522 -1.522298 -0.3 0.2 0.1 -0.079
Br 0.170941 -6.823912 -1.694149 0.6 0.1 0.4 -0.001
H 2.143684 -5.301185 -1.565543 -0.2 -0.3 0.3 0.081
F -1.113065 -0.189393 5.750654 -0.2 0.0 0.0 -0.904
Na -0.513065 -1.380302 -7.979649 -0.2 -0.3 0.0 0.890
Br -2.313065 -4.689302 1.845351 -2.7 -0.5 -1.8 -0.523